w.
The following is a quantum chemistry calculation of a structure of composition C33H42CaGeN8OPS, from the OMol25 dataset.

Atoms and positions in Å:
Ca  0.175  0.026  0.229
C  -4.981  1.596  -2.155
N  -3.563  1.674  -1.833
C  -2.681  2.575  -2.362
C  -1.463  2.291  -1.814
N  -1.589  1.229  -0.968
C  -2.860  0.866  -0.994
P  -3.645  -0.456  -0.020
C  -2.972  -0.083  1.629
N  -1.703  0.101  1.967
C  -1.695  0.328  3.313
C  -2.970  0.286  3.795
N  -3.774  0.028  2.723
C  -5.217  -0.153  2.803
C  -2.597  -1.889  -0.437
N  -1.282  -1.973  -0.297
C  -0.923  -3.213  -0.739
C  -2.036  -3.890  -1.148
N  -3.093  -3.046  -0.953
C  -4.480  -3.376  -1.245
H  -5.215  2.388  -2.860
H  -5.586  1.728  -1.261
H  -5.214  0.637  -2.616
H  -2.993  3.327  -3.065
H  -0.515  2.775  -1.979
H  -0.785  0.508  3.859
H  -3.367  0.416  4.787
H  -5.616  0.530  3.549
H  -5.459  -1.176  3.086
H  -5.671  0.069  1.842
H  0.105  -3.535  -0.756
H  -2.167  -4.878  -1.555
H  -4.523  -3.932  -2.179
H  -5.058  -2.463  -1.354
H  -4.906  -3.978  -0.444
C  -2.442  -1.515  -6.390
C  -2.606  -0.665  -5.123
C  -3.474  0.559  -5.442
C  -3.337  -1.501  -4.072
C  -1.225  -0.217  -4.639
C  -0.465  0.643  -5.455
C  0.805  1.048  -5.109
C  1.342  0.590  -3.909
S  2.901  0.870  -3.215
C  2.466  -0.120  -1.866
N  1.270  -0.636  -1.905
C  0.606  -0.248  -3.071
C  -0.679  -0.656  -3.447
C  3.509  -0.449  -0.865
C  4.594  -1.172  -1.363
C  5.623  -1.603  -0.546
C  5.575  -1.284  0.801
C  4.518  -0.549  1.309
C  3.461  -0.122  0.501
H  -3.418  -1.843  -6.756
H  -1.835  -2.399  -6.186
H  -1.957  -0.952  -7.187
H  -4.464  0.241  -5.777
H  -3.040  1.173  -6.231
H  -3.590  1.188  -4.557
H  -4.324  -1.777  -4.448
H  -3.467  -0.935  -3.143
H  -2.794  -2.419  -3.840
H  -0.875  0.987  -6.395
H  1.373  1.696  -5.764
H  -1.213  -1.327  -2.793
H  4.615  -1.408  -2.419
H  6.450  -2.164  -0.957
H  6.374  -1.589  1.465
H  4.538  -0.278  2.353
O  1.793  1.486  0.120
N  2.382  0.598  1.056
C  1.370  -1.442  3.404
Ge  2.369  0.159  3.941
C  4.015  -0.381  4.852
C  1.406  1.257  5.250
C  2.656  1.280  2.327
H  1.016  -2.004  4.269
H  2.027  -2.087  2.819
H  0.499  -1.202  2.791
H  3.769  -0.640  5.883
H  4.724  0.448  4.878
H  4.503  -1.245  4.402
H  0.975  0.632  6.033
H  0.620  1.877  4.819
H  2.126  1.928  5.721
H  1.922  2.083  2.368
H  3.644  1.756  2.316

2S+1: 1
Gap between HOMO and LUMO (eV): 7.5
Total charge: +1
E_HOMO (Eh): -0.35144

x.
The following is a quantum chemistry calculation of a structure of composition C33H42CaGeN8OPS, from the OMol25 dataset.

Atoms and positions in Å:
Ca  -0.028  0.414  0.350
C  -4.893  -2.811  1.527
N  -4.080  -1.790  0.881
C  -4.508  -0.964  -0.120
C  -3.459  -0.138  -0.408
N  -2.403  -0.443  0.399
C  -2.797  -1.444  1.172
P  -1.827  -2.302  2.454
C  -1.144  -0.867  3.341
N  -0.469  0.152  2.830
C  -0.217  1.004  3.866
C  -0.742  0.494  5.018
N  -1.326  -0.692  4.678
C  -2.042  -1.567  5.595
C  -0.370  -2.794  1.485
N  0.348  -2.022  0.686
C  1.340  -2.807  0.176
C  1.219  -4.073  0.673
N  0.132  -4.057  1.502
C  -0.348  -5.190  2.280
H  -5.772  -2.987  0.915
H  -5.208  -2.484  2.517
H  -4.335  -3.740  1.614
H  -5.498  -1.038  -0.533
H  -3.405  0.643  -1.147
H  0.315  1.929  3.721
H  -0.750  0.863  6.028
H  -1.836  -1.241  6.611
H  -1.705  -2.594  5.479
H  -3.115  -1.517  5.419
H  2.074  -2.422  -0.513
H  1.796  -4.966  0.511
H  0.164  -6.084  1.936
H  -1.418  -5.323  2.139
H  -0.138  -5.047  3.339
C  2.608  -1.166  5.000
C  3.962  -1.624  4.455
C  5.066  -0.947  5.278
C  4.058  -3.147  4.620
C  4.133  -1.264  2.982
C  5.325  -1.615  2.318
C  5.532  -1.350  0.980
C  4.518  -0.712  0.269
S  4.405  -0.310  -1.414
C  2.807  0.338  -1.151
N  2.402  0.271  0.091
C  3.341  -0.334  0.910
C  3.148  -0.613  2.265
C  1.974  0.847  -2.252
C  2.590  1.207  -3.456
C  1.818  1.676  -4.502
C  0.441  1.769  -4.333
C  -0.145  1.405  -3.127
C  0.580  0.932  -2.022
H  2.527  -1.447  6.051
H  1.776  -1.632  4.462
H  2.491  -0.083  4.935
H  4.951  -1.195  6.335
H  5.018  0.138  5.174
H  6.058  -1.272  4.966
H  3.942  -3.420  5.671
H  5.021  -3.529  4.281
H  3.276  -3.648  4.044
H  6.110  -2.120  2.867
H  6.454  -1.647  0.497
H  2.209  -0.329  2.722
H  3.666  1.136  -3.579
H  2.280  1.964  -5.437
H  -0.173  2.130  -5.150
H  -1.226  1.500  -3.055
O  -0.370  2.755  0.958
N  -0.046  3.880  0.584
C  2.716  6.161  1.151
Ge  2.679  4.268  0.698
C  2.578  3.125  2.273
C  4.110  3.733  -0.511
C  0.967  3.948  -0.374
H  3.583  6.390  1.771
H  1.816  6.437  1.698
H  2.774  6.768  0.247
H  3.567  3.046  2.726
H  2.261  2.120  1.992
H  1.886  3.534  3.010
H  5.077  3.980  -0.070
H  4.026  4.254  -1.465
H  4.082  2.661  -0.697
H  0.856  4.859  -0.962
H  1.103  3.036  -0.961

2S+1: 1
Gap between HOMO and LUMO (eV): 7.7
Total charge: +1
E_HOMO (Eh): -0.36436

Which of them is most stable, and which least? Most stable: w; least stable: x.

w.
The following is a quantum chemistry calculation of a cluster of 4 separate species, C2H12N2O3 in total, from the OMol25 dataset.

Atoms and positions in Å:
C  1.555  0.263  -0.869
C  1.320  -0.272  0.337
N  2.074  -1.310  0.904
N  1.019  1.480  -1.269
H  2.257  -0.210  -1.544
H  0.517  0.245  0.854
H  3.042  -1.061  1.083
H  1.729  -1.562  1.820
H  0.425  1.915  -0.575
H  0.564  1.513  -2.174
H  -1.400  2.362  2.063
H  -1.807  1.333  0.998
O  -1.031  1.695  1.467
H  -0.719  -2.276  -1.955
H  -0.155  -1.116  -1.083
O  -0.953  -1.669  -1.244
H  -3.155  -0.577  1.103
H  -2.390  -0.680  -0.242
O  -2.889  -0.072  0.324

2S+1: 1
Gap between HOMO and LUMO (eV): 8.4
E_HOMO (Eh): -0.27773
SMILES string: N/C=C/N.O.O.O

x.
The following is a quantum chemistry calculation of a cluster of 4 separate species, C2H12N2O3 in total, from the OMol25 dataset.

Atoms and positions in Å:
C  0.270  -1.473  0.234
N  -2.591  -2.118  0.892
C  -2.073  -1.298  -0.088
N  -0.902  -1.283  -0.578
H  0.016  -1.666  1.295
H  0.837  -0.540  0.329
H  0.939  -2.297  -0.022
H  -1.931  -2.509  1.552
H  -3.456  -1.753  1.251
H  -2.813  -0.579  -0.455
H  2.731  -0.061  1.332
H  3.813  0.291  0.407
O  3.642  0.258  1.357
H  1.580  4.433  -0.064
H  1.069  3.175  -0.627
O  1.670  3.894  -0.861
H  -0.468  1.687  -2.388
H  -1.099  0.452  -1.670
O  -1.234  1.386  -1.895

2S+1: 1
Gap between HOMO and LUMO (eV): 9.8
E_HOMO (Eh): -0.34364
SMILES string: C/N=C\N.O.O.O

Which of them is most stable, and which least? Most stable: w; least stable: x.

w.
The following is a quantum chemistry calculation of a cluster of 4 separate species, C2H12N2O3 in total, from the OMol25 dataset.

Atoms and positions in Å:
C  0.379  1.387  -0.962
N  2.134  -0.860  0.281
C  2.403  0.478  0.021
N  1.668  1.349  -0.601
H  0.056  0.682  -1.766
H  -0.081  2.406  -1.067
H  -0.289  1.194  -0.062
H  1.346  -1.450  -0.018
H  2.739  -1.409  0.861
H  3.244  0.952  0.475
H  -2.549  0.561  -0.929
H  -2.859  0.028  -2.312
O  -2.433  -0.207  -1.634
H  -2.131  0.560  2.344
H  -0.828  0.147  1.676
O  -1.249  0.281  2.474
H  -2.081  -1.590  0.323
H  -0.765  -1.885  -0.600
O  -1.207  -1.926  0.280

2S+1: 1
Gap between HOMO and LUMO (eV): 8.8
E_HOMO (Eh): -0.31415
SMILES string: C/N=C\N.O.O.O

x.
The following is a quantum chemistry calculation of a cluster of 4 separate species, C2H12N2O3 in total, from the OMol25 dataset.

Atoms and positions in Å:
C  2.286  2.658  1.449
N  1.141  2.257  2.268
C  0.211  1.365  1.955
N  -0.980  1.320  2.503
H  3.202  2.209  1.812
H  2.328  3.745  1.479
H  2.076  2.414  0.412
H  1.152  2.647  3.201
H  0.446  0.730  1.085
H  -1.065  0.529  3.139
H  -1.176  -2.892  -1.830
H  -0.418  -1.893  -1.026
O  -0.277  -2.568  -1.714
H  -1.159  -3.741  -5.933
H  -1.330  -3.546  -4.440
O  -1.491  -4.188  -5.139
H  -1.513  -0.470  0.994
H  -2.017  0.059  -0.255
O  -1.416  -0.637  0.041

2S+1: 1
Gap between HOMO and LUMO (eV): 9.1
E_HOMO (Eh): -0.30978
SMILES string: [H]/N=C/NC.O.O.O

Which of them is most stable, and which least? Most stable: x; least stable: w.